Formula: C26H40GaN5O4SSi4
Source: the Open Molecules 2025 dataset
Level of theory: ωB97M-V with the def2-TZVPD basis set

Energy   -137976.362 eV
LUMO level   -0.41 eV
2S+1   1
HOMO-LUMO gap   0.29085 hartree
Net charge   0

Each line ends with the Mulliken charge.
Atoms and positions in Å:
Ga  -0.024  0.389  0.961  0.228
C  -2.641  -4.012  -0.419  -0.823
N  -2.063  -3.225  -1.497  0.429
C  -1.971  -3.616  -2.817  -0.834
C  -1.397  -2.604  -3.490  -0.392
N  -1.139  -1.599  -2.572  0.829
C  -1.558  -1.983  -1.345  -0.376
S  -1.701  -1.165  0.146  -0.242
C  -0.534  -0.356  -2.933  -0.074
C  -1.043  0.349  -4.013  -0.805
C  -0.413  1.536  -4.340  -0.732
C  0.672  1.957  -3.584  -0.576
C  1.082  1.171  -2.521  -0.108
N  0.489  0.020  -2.198  0.364
H  -3.074  -4.910  -0.851  0.339
H  -3.413  -3.435  0.084  0.360
H  -1.867  -4.278  0.301  0.250
H  -2.319  -4.577  -3.151  0.497
H  -1.120  -2.507  -4.523  0.549
H  -1.925  0.005  -4.535  0.497
H  -0.779  2.137  -5.162  0.420
H  1.186  2.884  -3.795  0.463
H  1.906  1.475  -1.889  0.178
N  -2.199  1.250  3.090  -0.794
C  -1.405  0.937  2.314  0.091
C  2.755  -2.515  4.557  -1.184
Si  1.349  -1.532  3.785  0.674
C  0.863  -0.184  4.992  -0.953
C  -0.119  -2.679  3.534  -0.949
Si  1.990  -0.620  1.710  0.022
Si  2.811  -2.284  0.273  0.765
C  4.231  -3.192  1.108  -1.161
C  3.475  -1.579  -1.336  -0.832
C  1.476  -3.540  -0.158  -0.381
Si  3.465  1.193  1.974  0.624
C  5.083  0.597  2.725  -1.171
C  2.681  2.471  3.103  -1.104
C  3.813  2.035  0.331  -0.794
H  2.443  -2.901  5.531  0.391
H  3.641  -1.895  4.711  0.246
H  3.048  -3.367  3.941  0.288
H  0.485  -0.645  5.910  0.391
H  0.080  0.466  4.601  0.249
H  1.720  0.435  5.262  0.243
H  -0.449  -3.071  4.500  0.479
H  0.133  -3.528  2.895  0.249
H  -0.964  -2.154  3.082  0.210
H  5.038  -2.506  1.374  0.230
H  4.642  -3.948  0.434  0.396
H  3.913  -3.696  2.021  0.291
H  4.317  -0.905  -1.164  0.287
H  2.702  -1.034  -1.877  -0.035
H  3.831  -2.397  -1.970  0.432
H  1.064  -4.021  0.731  0.238
H  1.897  -4.316  -0.803  0.528
H  0.653  -3.056  -0.689  -0.397
H  4.917  0.122  3.695  0.268
H  5.766  1.437  2.875  0.405
H  5.583  -0.129  2.081  0.272
H  2.653  2.137  4.140  0.319
H  1.660  2.704  2.791  0.226
H  3.254  3.401  3.062  0.445
H  4.061  1.331  -0.465  0.200
H  4.656  2.722  0.445  0.483
H  2.942  2.626  0.035  0.064
O  0.425  4.151  -0.409  -0.679
C  -0.269  3.165  -0.287  -0.195
O  0.211  1.995  0.037  0.113
C  -1.745  3.238  -0.597  0.107
C  -2.416  4.445  -0.443  -0.834
C  -3.770  4.544  -0.728  -0.595
C  -4.466  3.446  -1.210  -0.671
C  -3.766  2.267  -1.395  -0.510
C  -2.428  2.134  -1.082  1.476
N  -4.473  1.106  -1.962  1.007
O  -3.800  0.157  -2.329  -0.566
O  -5.684  1.134  -1.993  -0.644
H  -1.858  5.302  -0.087  0.514
H  -4.288  5.481  -0.580  0.403
H  -5.518  3.494  -1.447  0.516
H  -1.938  1.185  -1.220  -0.133

Formula: C36H99N9O9
Source: the Open Molecules 2025 dataset
Level of theory: ωB97M-V with the def2-TZVPD basis set

Energy   -70767.519 eV
LUMO level (spin up / spin down)   2.23 / 2.18 eV
2S+1   2
HOMO-LUMO gap (spin up / spin down)   0.05606 / 0.32907 hartree
<S²>   0.750
Net charge   -1

Each line ends with the Mulliken charge.
Atoms and positions in Å:
C  -0.548  -1.181  -3.451  0.174
C  -0.622  -2.165  -4.560  0.385
C  -0.825  -3.587  -4.034  -0.633
O  0.346  -4.072  -3.291  -0.147
C  0.237  -5.459  -2.918  -1.189
N  -1.777  -1.743  -5.363  -0.203
H  -1.368  -1.133  -2.734  -0.604
H  -0.361  -0.171  -3.817  0.458
H  0.262  -1.549  -2.821  -0.615
H  0.304  -2.079  -5.129  -0.121
H  -1.110  -4.238  -4.861  0.431
H  -1.684  -3.618  -3.364  -0.098
H  1.108  -5.826  -2.375  0.318
H  0.190  -6.065  -3.822  0.419
H  -0.667  -5.696  -2.356  0.309
H  -1.490  -0.903  -5.845  0.345
H  -2.169  -2.326  -6.088  0.172
C  1.948  0.222  -0.548  -1.202
C  1.067  -0.101  0.577  5.108
C  -0.417  -0.090  0.258  -0.602
O  -0.871  1.245  -0.008  -0.358
C  -1.383  1.992  1.018  -0.013
N  1.423  -1.410  1.068  -0.555
H  3.011  0.054  -0.378  0.012
H  1.850  1.302  -0.657  0.551
H  1.728  -0.330  -1.462  -0.632
H  1.222  0.591  1.404  -1.062
H  -1.003  -0.548  1.055  0.559
H  -0.549  -0.607  -0.692  -1.417
H  -2.273  1.463  1.361  0.173
H  -1.715  2.992  0.741  -0.229
H  -0.640  2.142  1.801  0.061
H  1.475  -2.164  0.397  0.033
H  2.348  -1.424  1.473  -0.131
C  -7.716  3.432  -1.462  -1.161
C  -7.468  4.817  -0.789  0.544
C  -6.001  5.118  -0.406  -0.697
O  -5.549  4.205  0.545  0.005
C  -4.163  4.367  0.874  -1.397
N  -7.991  5.823  -1.676  -0.791
H  -8.748  3.484  -1.810  0.442
H  -7.476  2.591  -0.811  0.290
H  -7.063  3.286  -2.322  0.111
H  -8.052  4.771  0.131  0.273
H  -5.868  6.130  -0.023  0.315
H  -5.546  5.049  -1.394  0.246
H  -3.545  4.629  0.016  0.453
H  -3.793  3.489  1.404  0.160
H  -4.138  5.204  1.571  0.349
H  -8.907  5.517  -1.972  0.310
H  -7.438  5.810  -2.521  0.305
C  -5.757  -3.290  -2.008  -0.985
C  -4.740  -4.333  -1.415  0.393
C  -3.546  -3.548  -0.884  -0.290
O  -2.404  -4.350  -0.525  -0.230
C  -1.252  -3.704  -0.033  -0.365
N  -5.347  -5.019  -0.306  -0.831
H  -6.535  -3.656  -2.677  0.401
H  -5.215  -2.657  -2.711  -0.036
H  -6.221  -2.590  -1.314  0.258
H  -4.440  -5.031  -2.197  0.309
H  -3.816  -2.967  -0.002  0.443
H  -3.279  -2.819  -1.649  -0.223
H  -0.405  -4.390  -0.043  0.230
H  -1.298  -3.296  0.976  0.466
H  -1.050  -2.901  -0.742  -0.266
H  -4.716  -5.673  0.133  0.318
H  -5.384  -4.388  0.482  0.350
C  -2.516  1.060  4.977  -1.678
C  -1.163  0.955  5.560  0.842
C  -0.082  1.166  4.512  -0.574
O  1.187  0.774  4.981  -0.291
C  1.448  -0.575  4.851  -0.772
N  -0.962  1.952  6.620  -0.906
H  -3.146  0.931  5.857  0.471
H  -2.746  0.366  4.168  0.388
H  -2.678  2.047  4.544  0.148
H  -1.047  -0.033  6.006  0.282
H  -0.107  2.211  4.204  0.372
H  -0.321  0.567  3.633  0.000
H  1.308  -1.009  3.861  0.284
H  0.941  -1.191  5.593  0.348
H  2.519  -0.735  4.982  0.137
H  -0.954  2.878  6.217  0.336
H  0.016  1.859  6.851  0.361
C  7.738  3.692  2.483  -1.462
C  6.830  3.920  1.171  0.480
C  5.352  4.331  1.454  -0.823
O  4.667  3.349  2.206  0.098
C  3.387  2.968  1.630  -0.898
N  7.580  4.787  0.305  -0.680
H  7.946  4.679  2.895  0.450
H  8.683  3.252  2.166  0.344
H  7.333  3.176  3.353  0.263
H  6.744  2.983  0.621  0.118
H  4.881  4.451  0.478  0.468
H  5.478  5.208  2.088  0.193
H  2.703  3.804  1.777  0.458
H  3.023  2.141  2.239  -0.322
H  3.396  2.805  0.553  0.379
H  7.027  5.114  -0.474  0.298
H  8.301  4.315  -0.221  0.310
C  -6.753  0.908  -5.063  -1.517
C  -5.205  0.776  -4.978  0.400
C  -4.653  1.268  -3.649  -0.766
O  -5.127  0.537  -2.563  -0.211
C  -4.602  1.000  -1.295  -0.524
N  -4.749  -0.604  -5.067  -0.745
H  -7.147  0.535  -4.117  0.224
H  -7.210  0.209  -5.764  0.411
H  -7.133  1.927  -5.130  0.364
H  -4.821  1.351  -5.821  0.572
H  -5.036  2.288  -3.605  0.255
H  -3.564  1.270  -3.697  0.322
H  -3.532  0.799  -1.240  0.387
H  -5.133  0.433  -0.530  0.380
H  -4.858  2.050  -1.159  -0.034
H  -3.747  -0.486  -5.024  0.188
H  -4.992  -0.901  -4.132  0.188
C  3.620  -2.542  -3.034  -1.553
C  3.580  -3.516  -1.816  0.451
C  4.483  -3.090  -0.624  -0.359
O  5.894  -2.966  -0.940  -0.270
C  6.592  -2.309  0.048  -0.511
N  2.178  -3.473  -1.345  0.538
H  3.163  -2.887  -3.961  0.326
H  4.667  -2.350  -3.269  0.575
H  3.242  -1.534  -2.863  0.035
H  3.903  -4.497  -2.164  0.334
H  4.508  -3.788  0.212  0.365
H  4.002  -2.213  -0.191  -0.219
H  6.683  -3.002  0.885  0.238
H  6.245  -1.331  0.381  0.152
H  7.627  -2.173  -0.267  0.372
H  1.533  -3.547  -2.118  -0.357
H  2.043  -4.416  -1.010  0.246
C  4.448  -0.521  2.551  0.857
C  5.261  -0.084  3.739  -0.034
C  6.733  0.103  3.312  -0.966
O  7.403  -0.987  2.677  -0.235
C  7.480  -2.146  3.522  -0.977
N  4.757  1.086  4.349  -0.578
H  4.591  -1.601  2.528  0.238
H  4.699  0.069  1.670  0.035
H  3.384  -0.310  2.658  -0.843
H  5.196  -0.935  4.418  0.523
H  7.339  0.446  4.151  0.466
H  6.769  0.852  2.521  -0.061
H  6.545  -2.573  3.885  0.311
H  8.063  -1.878  4.404  0.376
H  7.992  -2.903  2.927  0.340
H  4.869  1.863  3.713  0.158
H  3.824  0.964  4.717  0.321

Formula: C27H42Cl2NPY
Source: the Open Molecules 2025 dataset
Level of theory: ωB97M-V with the def2-TZVPD basis set

Energy   -65549.770 eV
LUMO level   1.69 eV
2S+1   1
HOMO-LUMO gap   0.12147 hartree
Net charge   -1

Each line ends with the Mulliken charge.
Atoms and positions in Å:
P  0.326  -0.887  0.880  -0.426
C  2.033  -0.245  0.723  0.560
C  2.871  -1.232  1.544  -0.620
C  4.298  -0.722  1.599  -0.979
C  4.852  -0.425  0.203  -0.707
C  3.960  0.472  -0.666  -0.787
C  2.525  -0.028  -0.725  0.002
C  -0.363  -1.953  -0.427  0.248
C  0.416  -3.248  -0.191  -0.896
C  -0.235  -4.320  -1.048  -0.941
C  -0.331  -3.898  -2.515  -0.726
C  -0.951  -2.510  -2.756  -0.735
C  -0.312  -1.437  -1.891  0.122
C  -0.255  -1.201  2.581  0.106
C  0.092  -0.018  3.518  -0.404
C  -0.303  -0.383  4.940  -0.912
C  -1.772  -0.810  5.064  -0.677
C  -2.194  -1.847  4.012  -0.944
C  -1.778  -1.472  2.597  -0.458
H  1.986  0.761  1.197  0.395
H  2.807  -2.216  1.062  0.136
H  2.451  -1.332  2.555  0.291
H  4.894  -1.474  2.114  0.395
H  4.304  0.186  2.209  0.377
H  5.840  0.027  0.300  0.388
H  4.984  -1.378  -0.321  0.324
H  3.951  1.492  -0.265  0.405
H  4.354  0.527  -1.684  0.392
H  1.852  0.684  -1.227  -0.719
H  2.481  -0.982  -1.270  0.282
H  -1.442  -2.072  -0.195  0.577
H  -1.234  -4.491  -0.639  0.361
H  0.387  -3.520  0.874  0.276
H  1.467  -3.083  -0.469  0.212
H  0.344  -5.231  -0.922  0.404
H  -0.906  -4.648  -3.060  0.405
H  0.677  -3.894  -2.939  0.315
H  -0.867  -2.229  -3.809  0.396
H  -2.021  -2.539  -2.517  0.407
H  -0.837  -0.476  -1.952  -0.595
H  0.724  -1.248  -2.194  0.324
H  0.294  -2.122  2.916  0.522
H  1.164  0.227  3.476  0.395
H  -0.421  0.897  3.177  0.061
H  0.331  -1.222  5.249  0.343
H  -0.089  0.452  5.616  0.373
H  -2.414  0.078  4.974  0.304
H  -1.941  -1.225  6.064  0.392
H  -3.274  -2.016  4.053  0.401
H  -1.702  -2.796  4.249  0.375
H  -2.035  -2.290  1.907  0.292
H  -2.322  -0.585  2.227  -0.013
Y  -1.598  2.795  0.055  0.889
Cl  -3.179  0.816  0.130  -0.627
Cl  0.187  3.038  1.757  -0.588
C  -0.129  2.392  -1.646  -0.871
H  0.946  2.618  -1.463  0.047
C  -0.484  2.264  -2.982  1.069
C  -1.745  1.664  -3.411  -0.248
C  -2.067  1.600  -4.752  -0.671
C  -1.203  2.132  -5.728  -0.521
C  0.014  2.725  -5.346  -0.331
C  0.391  2.781  -4.012  -0.809
H  -2.418  1.283  -2.620  0.159
H  -3.011  1.135  -5.043  0.319
H  0.663  3.144  -6.104  0.352
H  1.317  3.249  -3.705  0.338
H  -1.491  2.086  -6.772  0.333
C  -4.061  6.792  0.682  -0.901
C  -3.356  5.583  0.423  0.574
N  -2.795  4.611  0.132  -0.376
H  -3.554  7.297  1.520  0.278
H  -5.090  6.514  0.937  0.287
H  -4.004  7.380  -0.246  0.277